1.
143
Properties=species:S:1:pos:R:3 method="wB97M-V/def2-TZVPD" multiplicity=1 e_homo_ev=-6.03 total_energy_ev=-261096.3293
H 16.183 13.028 26.987
H 15.939 10.349 26.215
Cl 20.026 14.070 23.299
C 15.284 19.075 24.383
C 19.365 11.844 26.011
C 14.470 14.392 21.413
H 9.409 16.482 29.759
C 18.585 12.933 28.981
H 15.382 19.534 27.461
C 14.276 13.475 29.962
H 21.731 15.612 30.807
H 16.833 14.103 24.763
H 12.995 20.370 26.019
H 22.710 13.252 32.451
C 20.533 11.456 28.093
H 15.962 19.624 25.036
H 14.036 17.899 29.664
C 11.398 16.820 27.770
P 13.651 18.148 26.524
H 11.537 17.671 28.437
H 14.912 10.916 22.482
H 14.015 14.361 22.403
H 17.604 16.892 25.209
C 19.638 13.189 26.690
H 17.652 16.061 29.491
H 12.011 19.607 27.257
H 8.817 21.367 25.796
N 19.907 12.887 28.171
C 11.458 19.163 25.079
C 22.674 14.326 32.264
Cl 10.794 13.074 23.935
C 16.098 18.786 23.077
H 10.276 21.200 26.829
H 16.032 9.659 24.011
H 14.866 18.973 32.136
H 18.784 13.863 26.636
H 14.955 11.140 27.343
Cl 19.489 17.572 29.438
C 14.856 7.845 27.364
H 9.170 19.856 26.456
C 15.686 13.877 26.517
Cl 15.821 13.490 30.773
C 14.200 9.083 26.818
H 15.134 14.450 24.520
H 21.902 14.808 32.864
H 12.461 13.915 25.490
H 18.739 12.783 30.050
H 17.999 13.766 21.973
H 17.352 19.644 21.540
H 12.545 16.155 26.103
H 22.017 12.647 30.011
H 10.999 18.175 25.032
Cl 13.046 12.752 30.956
H 16.888 18.075 23.319
H 18.065 12.122 28.472
Cl 17.357 8.906 22.133
H 20.387 10.979 29.062
H 13.845 20.219 31.712
H 17.722 20.132 23.190
H 11.238 14.691 28.087
H 9.710 19.809 24.062
H 8.781 15.339 28.600
C 9.669 20.737 26.051
C 15.828 13.717 24.931
H 15.701 17.864 27.813
C 12.716 16.616 27.076
C 19.890 10.738 26.894
H 13.336 15.843 27.530
H 23.257 14.756 30.330
C 18.751 13.134 22.448
H 14.653 13.585 26.708
Cl 11.699 11.782 26.489
H 11.977 19.131 24.121
H 17.491 17.359 30.738
H 15.501 18.256 22.334
H 14.995 13.464 21.191
H 23.623 14.786 32.537
O 16.072 15.097 27.170
Cl 18.200 19.014 26.037
H 15.312 16.980 25.201
C 9.648 15.564 29.222
C 22.285 14.673 30.815
O 16.985 10.098 28.892
C 16.130 9.551 28.197
C 17.057 9.367 23.783
C 14.377 18.818 29.189
Cl 17.658 8.120 24.902
H 15.538 20.623 31.967
C 20.942 13.907 28.754
H 13.951 14.484 29.707
H 18.309 11.611 25.868
H 13.935 8.922 25.773
H 18.193 13.944 28.868
H 17.528 10.317 24.035
Cl 15.779 15.593 21.644
H 10.913 21.043 24.309
C 18.147 17.266 26.077
H 18.209 12.534 23.179
H 11.735 15.666 29.469
H 19.084 10.035 27.106
H 15.274 7.294 26.521
H 12.955 12.591 24.596
C 16.909 19.959 22.485
C 13.852 10.740 22.302
C 14.617 17.798 25.009
H 16.292 19.247 29.955
H 13.953 17.446 24.220
Cl 13.488 10.610 20.571
C 14.866 19.882 31.534
O 15.620 12.500 24.218
H 16.263 20.807 22.257
H 15.432 20.695 29.571
Cl 19.739 16.536 25.969
H 9.519 14.840 30.027
H 14.524 19.799 24.088
C 12.425 19.472 26.257
H 17.713 16.945 27.024
Cl 13.372 9.267 23.061
C 21.437 13.564 30.114
H 13.408 19.310 29.104
Cl 18.859 15.639 31.508
H 20.640 10.088 26.444
C 18.172 16.684 30.219
H 10.642 17.132 27.049
C 15.325 10.146 27.093
H 19.813 11.800 25.019
C 11.015 15.595 28.654
H 21.769 13.933 28.045
Cl 13.433 14.803 19.934
C 15.327 19.738 30.082
H 21.606 11.524 27.915
O 15.860 8.281 28.312
H 20.598 13.493 26.271
H 20.579 13.452 30.777
H 13.230 11.542 22.699
H 13.401 9.378 27.498
H 14.111 7.145 27.743
H 20.349 14.821 28.795
C 12.088 12.948 25.152
C 14.905 18.609 27.785
H 14.392 12.826 29.095
Cl 19.378 11.940 21.250
C 10.430 20.190 24.786

2.
156
Properties=species:S:1:pos:R:3 method="wB97M-V/def2-TZVPD" multiplicity=1 relative_energy_kcal_mol=185.51 e_homo_ev=-8.85 total_energy_ev=-111199.6395
C -22.602 -9.296 14.550
H -23.559 -9.647 14.166
C -21.938 -14.736 7.612
C -20.965 -8.244 11.393
O -21.717 -6.138 13.425
C -14.546 -17.402 8.795
H -14.086 -17.546 13.872
H -19.317 -12.060 18.535
C -9.926 -14.106 12.957
H -20.333 -16.641 9.882
H -16.975 -12.287 14.802
H -14.554 -12.187 13.672
C -15.950 -15.442 6.049
H -12.255 -9.088 17.743
H -13.159 -15.948 7.163
O -10.660 -12.900 12.997
H -10.177 -14.738 12.106
H -18.186 -8.666 10.326
O -17.107 -13.720 4.762
O -19.393 -5.713 13.418
H -17.025 -10.852 8.036
C -12.643 -10.816 11.150
H -14.377 -14.701 11.479
H -20.660 -8.287 10.348
C -19.616 -16.164 12.700
H -19.635 -13.432 15.069
H -19.069 -17.882 9.792
H -22.084 -9.039 13.626
O -16.237 -12.086 11.869
H -16.273 -16.622 3.760
C -16.960 -12.767 11.166
O -22.055 -12.006 13.889
H -14.815 -15.038 13.034
C -20.584 -14.249 7.106
C -20.499 -13.476 15.732
O -14.186 -16.171 8.935
H -19.191 -11.380 12.468
H -18.622 -7.961 14.498
C -19.440 -4.592 14.312
O -16.576 -13.359 10.052
H -8.867 -13.939 12.764
H -12.859 -9.845 11.596
H -16.907 -15.727 1.625
H -20.391 -18.042 10.959
H -17.194 -8.901 15.180
H -17.282 -10.146 10.416
H -21.202 -14.204 15.326
O -13.224 -11.179 14.863
H -14.416 -10.398 13.334
C -17.430 -15.446 2.539
H -17.745 -10.915 5.677
H -15.587 -14.504 6.469
C -12.884 -14.006 15.938
C -19.726 -17.333 10.466
H -20.903 -9.221 11.873
H -18.210 -14.196 9.448
C -18.661 -10.076 8.694
O -19.889 -9.894 8.741
H -22.824 -17.775 8.511
H -16.888 -9.001 9.117
H -15.323 -19.724 9.234
O -11.829 -10.468 16.371
O -18.271 -13.008 11.435
O -15.651 -17.773 9.596
C -14.355 -11.194 14.076
C -16.084 -19.067 9.655
O -21.797 -10.252 15.345
H -16.706 -15.771 6.762
H -16.808 -19.375 8.901
C -21.725 -11.514 15.008
O -13.950 -18.242 8.028
C -18.259 -8.885 14.948
C -19.571 -11.089 18.960
H -12.792 -18.376 14.670
H -18.565 -9.725 14.324
N -22.040 -16.005 7.910
H -22.491 -8.372 15.117
H -19.765 -4.864 15.316
H -17.280 -13.160 16.250
H -12.901 -14.680 8.102
H -19.909 -13.916 7.895
H -13.054 -18.609 12.926
H -16.689 -14.995 8.840
C -18.669 -10.113 16.942
C -20.594 -6.386 13.036
O -21.001 -16.473 12.820
O -22.808 -13.911 7.828
H -11.918 -14.490 16.080
C -11.518 -12.612 12.039
H -12.352 -14.812 12.465
H -21.146 -16.436 7.723
H -19.423 -10.912 6.167
C -21.935 -15.428 13.131
H -22.020 -7.975 11.348
C -13.054 -15.751 8.230
O -17.766 -10.960 16.933
H -19.906 -12.958 12.643
H -22.553 -15.491 14.027
C -12.770 -10.078 15.506
C -11.309 -9.496 17.386
H -18.378 -15.983 2.496
O -21.010 -12.183 16.001
O -11.807 -11.322 12.111
C -17.697 -9.423 9.713
H -10.661 -9.927 18.150
H -18.518 -4.012 14.347
N -12.942 -15.594 12.710
C -17.208 -14.550 9.689
C -16.621 -14.907 4.766
H -12.145 -16.279 8.521
O -13.014 -8.890 15.272
N -16.680 -15.699 3.709
H -13.156 -13.181 16.597
C -23.233 -16.773 8.376
H -18.710 -10.827 19.576
C -18.427 -11.242 6.462
O -19.616 -10.066 17.940
O -19.051 -15.251 13.247
H -15.223 -11.259 14.732
H -23.684 -16.353 9.275
O -18.883 -9.024 16.173
H -12.297 -10.919 10.122
H -19.931 -13.839 16.588
O -15.948 -15.758 16.209
H -13.563 -11.398 11.091
O -11.074 -16.632 13.346
H -14.728 -16.505 12.182
H -16.272 -19.642 10.562
N -18.005 -10.868 7.794
H -17.369 -14.098 14.756
H -17.680 -14.388 2.458
O -15.519 -13.696 15.388
C -14.286 -15.509 12.206
H -12.945 -13.712 14.890
O -13.789 -15.092 16.015
C -13.057 -17.880 13.736
C -16.857 -13.273 15.251
H -18.204 -12.607 13.285
H -10.628 -8.750 16.978
H -21.432 -14.497 12.870
H -22.634 -15.470 12.296
C -18.954 -12.443 12.511
H -18.627 -12.306 6.337
H -20.104 -15.069 6.571
H -20.497 -10.974 19.522
H -20.807 -13.430 6.422
H -20.013 -3.793 13.842
O -11.964 -13.384 11.150
C -12.283 -16.584 13.255
O -20.166 -7.312 12.118
C -15.137 -14.916 15.911
H -10.126 -14.591 13.913
H -17.157 -15.173 10.583
O -19.041 -16.843 11.700
H -15.098 -16.079 5.810
H -23.961 -16.806 7.566